101
Properties=species:S:1:pos:R:3 method="wB97M-V/def2-TZVPD" s2=8.767 multiplicity=6 lumo_ev="-2.77 / -4.27" e_above_lowest_kj_mol=0.00 charge=+1
Fe -2.75138 -1.88782 1.21038
C -0.57228 1.39901 -0.73237
C -0.43441 0.10652 0.03705
O -1.57479 -0.60000 0.40342
H -0.94537 1.24293 -1.75126
H 0.38564 1.91993 -0.73598
H -1.30963 2.13996 -0.40827
H 0.10947 0.38201 0.95694
H 0.20186 -0.65022 -0.44497
C -4.05445 -0.27177 -1.87364
C -4.87580 -1.25941 -1.09390
O -4.12805 -1.89954 -0.09135
H -3.24573 -0.74817 -2.42941
H -3.55942 0.45747 -1.22699
H -4.66656 0.32791 -2.55048
H -5.41476 -2.03726 -1.64678
H -5.73707 -0.76255 -0.61813
C 0.99435 1.85750 3.49111
C 1.46233 3.29014 3.75141
C 0.74643 4.36737 2.94620
O 1.36316 3.59048 5.13699
H 1.18966 1.23144 4.36391
H 1.50998 1.36299 2.66382
H -0.08085 1.78376 3.29010
H 2.50712 3.37816 3.44907
H -0.19862 4.75137 3.34505
H 0.64302 4.09049 1.89774
H 1.36954 5.25738 3.07228
H 0.43424 3.76790 5.31664
C 1.28297 -2.12762 2.95478
C 0.04926 -2.99793 3.19311
C -0.04987 -3.60975 4.57325
O -1.13746 -2.20442 2.90544
H 1.47421 -1.55720 3.87324
H 1.18942 -1.38455 2.16484
H 2.16206 -2.74857 2.78962
H 0.25009 -3.74788 2.42439
H 0.06832 -2.90056 5.39524
H 0.68818 -4.40318 4.67846
H -1.05195 -4.02937 4.68110
H -1.05517 -1.53490 3.59619
C 2.79214 3.78393 -0.43593
C 3.97523 4.14537 -1.38545
C 5.09093 3.16498 -1.14217
O 3.54161 4.06587 -2.74273
H 2.88111 2.73911 -0.14179
H 1.80738 4.02094 -0.83737
H 2.96614 4.45742 0.40819
H 4.34702 5.12822 -1.07898
H 4.88200 2.13006 -1.41568
H 5.30527 3.26771 -0.07577
H 5.99455 3.40982 -1.70549
H 2.83113 4.70646 -2.84501
C -0.29007 -5.06466 -0.64618
C -0.84954 -3.63670 -0.71065
C -1.52894 -3.23171 -1.99233
O -1.70200 -3.48903 0.44767
H 0.55536 -5.29448 -1.29524
H -1.10074 -5.78590 -0.77652
H 0.22716 -5.24186 0.30625
H 0.08843 -3.08755 -0.58462
H -2.54612 -3.59234 -2.12309
H -0.87324 -3.50236 -2.82286
H -1.55166 -2.14186 -2.07130
H -1.72124 -4.35791 0.86600
C -0.90210 1.41604 -5.14558
C 0.40861 0.97039 -5.78322
C 1.49962 0.53432 -4.81041
O 0.16926 -0.29954 -6.47505
H -1.43744 1.95185 -5.93218
H -0.69508 2.16981 -4.38227
H -1.43732 0.56067 -4.74307
H 0.78461 1.54256 -6.63440
H 2.07313 1.35863 -4.37656
H 2.20021 -0.10565 -5.34003
H 1.01984 0.01604 -3.97798
H -0.68312 -0.24341 -6.91988
C -5.05729 0.72418 3.54141
C -4.04652 0.73513 2.39364
C -3.28005 2.03848 2.42138
O -3.17492 -0.42579 2.62218
H -5.38247 -0.27134 3.84180
H -5.94071 1.31752 3.30937
H -4.57028 1.17915 4.40948
H -4.54960 0.48209 1.46216
H -4.02044 2.82609 2.27747
H -2.58788 2.06233 1.57656
H -2.69837 2.24312 3.31940
H -2.83832 -0.35734 3.52137
C 2.83405 -2.62806 -0.41808
C 3.51864 -1.62678 -1.36671
C 3.07891 -1.83909 -2.81466
O 3.31751 -0.27385 -0.96056
H 2.56886 -3.52829 -0.96963
H 1.92855 -2.15314 -0.03340
H 3.52489 -2.75493 0.41346
H 4.59491 -1.80260 -1.33287
H 1.99495 -1.98372 -2.84238
H 3.57642 -2.73668 -3.18783
H 3.37622 -1.03652 -3.48531
H 2.47310 0.00274 -1.33485


102
Properties=species:S:1:pos:R:3 method="wB97M-V/def2-TZVPD" s2=0.750 multiplicity=2 lumo_ev="2.33 / 2.32" charge=-1
C -0.92520 1.33427 2.77494
C -0.73049 2.75102 3.40277
C 0.47173 3.33979 2.59465
C 0.61722 4.87144 2.64767
C -0.59877 5.55657 2.15419
C -1.88178 5.05533 2.88789
N -1.90648 3.61165 3.04229
O -3.05578 3.21089 3.65235
C -2.04630 5.75323 4.28746
C -3.10893 5.48792 1.91299
C -0.59217 2.77171 4.96494
H -1.64977 0.86162 3.43803
H -0.18214 0.54563 2.89337
H -1.18143 1.25526 1.71843
H 1.39717 2.97414 3.03961
H 0.33032 2.99412 1.57064
H 1.39065 5.26012 1.98521
H 0.84255 5.10301 3.68868
H -0.60346 5.46003 1.06848
H -0.50664 6.62551 2.34644
H -1.21133 5.40924 4.89786
H -2.05191 6.84295 4.31193
H -2.87742 5.47332 4.93476
H -3.15586 6.57565 1.86072
H -3.26169 5.12874 0.89527
H -4.02556 5.10783 2.36399
H -0.13477 1.81808 5.22854
H -1.57319 2.77981 5.43996
H -0.02185 3.63262 5.31376
H -3.48635 2.73019 2.94164
C 3.32784 1.73822 -1.76911
C 3.16520 0.60334 -0.77655
O 1.90496 0.80609 -0.11301
H 3.68728 2.63833 -1.27041
H 2.43814 1.95793 -2.35926
H 4.12839 1.57200 -2.48994
H 4.02368 0.42294 -0.12957
H 3.19670 -0.22308 -1.48659
H 1.34919 0.07058 -0.38085
C -0.91644 3.37514 -1.05078
C -1.79079 2.84646 -2.14304
O -1.94808 3.72897 -3.29690
H -1.33156 3.19421 -0.05930
H -0.82081 4.45513 -1.16293
H 0.02658 2.82899 -1.07392
H -2.84186 2.69427 -1.89768
H -1.57609 1.83811 -2.49694
H -1.03763 3.76052 -3.59968
C 1.76589 -0.33984 -4.44906
C 0.53062 -0.66943 -5.29619
O -0.49041 0.23717 -4.91009
H 2.32940 0.51307 -4.82733
H 2.54999 -1.07466 -4.63162
H 1.60861 -0.24909 -3.37429
H 0.06435 -1.62308 -5.04872
H 0.55136 -0.49259 -6.37155
H -1.16320 0.21358 -5.59449
C 2.33642 -3.62914 -2.57279
C 0.97924 -4.22969 -3.08539
O -0.06906 -3.31821 -3.14923
H 2.60323 -2.69919 -3.07488
H 3.11824 -4.38828 -2.59668
H 2.22708 -3.43303 -1.50617
H 0.68738 -5.08788 -2.48006
H 1.23035 -4.74779 -4.01092
H -0.58725 -3.46102 -3.94464
C -3.45708 -6.44124 -3.49480
C -2.22639 -5.66156 -2.98349
O -2.45139 -5.35496 -1.61094
H -3.58649 -7.43157 -3.05822
H -3.33760 -6.43069 -4.57818
H -4.34959 -5.90999 -3.16422
H -2.08668 -4.76317 -3.58469
H -1.27344 -6.15681 -3.16979
H -1.69814 -4.79113 -1.42034
C 0.72443 -4.71870 1.30102
C 1.61185 -5.28195 2.48674
O 0.97850 -5.15891 3.74069
H 0.69065 -3.65033 1.51446
H -0.31171 -5.05616 1.32586
H 1.08137 -4.79068 0.27364
H 2.59817 -4.81985 2.44472
H 1.71436 -6.35937 2.35732
H 0.15223 -5.63585 3.63382
C 3.17471 -1.97567 1.92020
C 2.19417 -1.04210 2.56966
O 2.49997 0.38960 2.70068
H 3.89953 -2.39581 2.61750
H 3.66725 -1.45955 1.09612
H 2.65203 -2.77554 1.39572
H 2.05408 -1.44983 3.57078
H 1.25761 -1.16057 2.02476
H 2.47343 0.74492 1.80925
C -1.46025 -0.39941 -0.90964
C -0.87104 -1.78934 -0.51732
O 0.48216 -1.81133 -0.96860
H -1.00563 0.29383 -0.20194
H -2.52616 -0.20420 -0.79204
H -1.10837 -0.11525 -1.90137
H -1.49544 -2.59897 -0.89509
H -0.64757 -1.82294 0.54900
H 0.44914 -2.16565 -1.86021


| no. | calculated total energy (Eh) |
| --- | --- |
| 1 | -2932.65383 |
| 2 | -1724.38375 |